No. 1
A molecular structure, C9H27MnNP2 at a distorted geometry, computed with ωB97M-V with the def2-TZVPD basis set.

Structure (ORCA input):
```
! wB97M-V def2-TZVPD RIJCOSX def2/J DEFGRID3
* xyz 2 4
Mn -0.61812 -0.00721 -0.08260
P 0.09358 -2.21196 -0.32168
P 0.09332 2.21049 -0.26821
N -0.73517 0.05474 1.94660
C -1.23924 -3.04737 -1.27639
C 1.52784 2.80100 -1.25258
C 0.15639 -3.15004 1.25619
C -1.71486 -0.87206 5.18033
C -0.82380 0.17955 3.10185
C 1.62469 -2.77675 -1.16391
C 0.33753 3.08306 1.32571
C -1.32710 3.09729 -1.03328
C -0.94872 0.29945 4.53303
H 2.46877 2.44607 -0.81190
H 2.51372 -2.46182 -0.60270
H -1.44616 1.25819 4.75395
H 0.32282 -4.22366 1.07966
H -1.33293 -2.56558 -2.25890
H 0.50265 4.15945 1.17399
H 0.56724 0.01295 -1.23381
H -2.19337 -2.93134 -0.74619
H 1.63739 -3.87177 -1.24724
H -2.21694 2.96696 -0.40280
H -0.78481 -3.01482 1.80643
H -0.53904 2.93845 1.97050
H -1.11439 4.16827 -1.14552
H 0.98529 -0.00848 -0.44302
H -1.53770 2.66112 -2.01957
H 1.54856 3.89921 -1.28139
H 0.07206 0.36051 4.94484
H -1.76810 -0.76809 6.26891
H -2.79770 0.33568 -0.28380
H -2.74358 -0.92584 4.81012
H -1.21996 -1.82669 4.97310
H 1.69064 -2.34354 -2.16919
H 1.20810 2.65760 1.84363
H 1.47146 2.41983 -2.27981
H -1.02700 -4.11519 -1.41190
H 0.97225 -2.75781 1.88022
H -2.81199 -0.44115 -0.29477
*
```

Summary:
**HOMO-LUMO gap (alpha / beta)**: 0.3154 / 0.3061 Ha
**LUMO level (alpha / beta)**: -7.7 / -7.5 eV
**Strongest force on any atom**: 0.0545 hartree/bohr
**HOMO (alpha / beta)**: -0.597 / -0.582 hartree

---

No. 2
4 unconnected molecules or ions with the total composition C9H27N6O4S at a distorted geometry, computed with ωB97M-V with the def2-TZVPD basis set.

Structure (ORCA input):
```
! wB97M-V def2-TZVPD RIJCOSX def2/J DEFGRID3
* xyz 1 1
S -2.52405 -0.13436 0.87274
O -1.31057 -0.97967 0.17571
O -1.20977 1.11929 -3.66964
O -5.39939 3.22931 -0.87443
O 4.32327 -2.26783 2.21555
N -1.02668 1.87877 -5.80153
N 5.79488 -0.61024 2.70074
N -2.46738 2.88816 -4.31515
N 5.72686 -2.52020 3.97859
N -3.92300 1.68478 -1.63211
N -5.52270 2.54165 -3.03363
C -0.74850 -2.06148 1.01003
C 5.22454 -1.82738 2.92089
C 1.35991 -0.53539 1.25383
C 0.79054 -1.97345 1.19846
C 0.64888 0.40580 2.28569
C -4.98153 2.53465 -1.78614
C 1.15592 -2.85178 2.43770
C 1.47939 0.10970 -0.17478
C -1.54432 1.91283 -4.54459
H 0.49207 0.47099 -0.49850
H 1.35422 0.63531 3.09908
H -3.49544 1.65180 -0.73089
H -1.28652 2.51668 -6.52905
H 0.46717 1.37335 1.77371
H -2.76875 3.55146 -5.00348
H 5.32969 -3.42130 4.16693
H -0.34528 1.16947 -5.99779
H 0.97040 -2.28278 3.35910
H -3.55754 1.10184 -2.36752
H 2.19376 0.94522 -0.13186
H 0.52797 -3.76038 2.37222
H -2.85719 2.93015 -3.39183
H -0.96453 -3.00585 0.47716
H -3.13174 -0.88197 1.85379
H -1.88636 0.90787 1.51741
H 6.46301 -2.18172 4.56777
H 1.86589 -0.67211 -0.84803
H 2.40534 -0.63841 1.59840
H 5.44987 -0.07523 1.92666
H 1.24728 -2.46380 0.32002
H -1.27460 -2.15802 1.97883
H -0.29858 0.01266 2.68947
H 6.53257 -0.23068 3.26244
H -6.30177 3.15354 -3.19364
H 2.20881 -3.16478 2.30032
H -5.18599 1.97355 -3.78864
*
```

Summary:
**HOMO-LUMO gap**: 0.2842 Ha
**LUMO level**: -4.5 eV
**Strongest force on any atom**: 0.0523 hartree/bohr
**HOMO**: -0.451 hartree

---

No. 3
9 unconnected molecules or ions with the total composition C9H27N9O18 at a distorted geometry, computed with ωB97M-V with the def2-TZVPD basis set.

Structure (ORCA input):
```
! wB97M-V def2-TZVPD RIJCOSX def2/J DEFGRID3
* xyz 0 1
O 2.43271 -2.25678 2.43716
O 2.41371 5.24922 0.40616
O -1.17329 -2.56678 -4.65084
O 1.09571 1.23122 1.06816
O 3.17371 -0.60678 -1.61684
O 4.92071 1.50622 3.72316
O -2.63729 -4.45978 1.59416
O 2.26271 -3.15378 4.31616
O -0.16829 -3.16578 -2.76484
O -3.10229 -0.60278 1.52516
O 0.75871 5.46222 -0.80184
O 2.57571 -0.96978 -3.60984
O 3.91571 3.05322 4.84216
O -0.53529 1.29122 -0.38384
O -2.27629 3.53822 -0.81584
O -3.28029 -0.94878 -0.62884
O -3.11529 4.92822 0.77116
O -1.19129 -3.63178 0.25416
N 2.16671 -3.20578 3.15516
N 3.24871 -0.31078 -2.79384
N -3.15429 4.39322 -0.38084
N -2.26429 -4.10178 0.46216
N 1.20771 5.19322 0.30716
N 0.15971 0.71722 0.45516
N -0.16529 -2.75878 -3.98784
N 3.95171 1.95522 4.34316
N -3.49129 -0.30078 0.38516
C -3.16529 -4.28378 -0.69584
C 1.52871 -4.43478 2.60516
C 0.33971 4.42422 1.16216
C -4.14029 4.85722 -1.38784
C 2.67871 1.15522 4.37916
C 0.14771 -0.75178 0.31016
C 0.95071 -3.17278 -4.84684
C -4.42129 0.83322 0.11016
C 4.41471 0.52622 -3.16584
H 0.84371 4.04822 1.91816
H 4.07871 1.42222 -3.69284
H -4.16629 -3.90278 -0.45684
H 5.14971 -0.01078 -3.91984
H -4.66129 5.67322 -0.80384
H -3.22729 -5.22478 -0.81884
H 1.15071 -2.49278 -5.50284
H -0.44429 -1.13378 1.26416
H 0.96171 -4.16778 -5.06784
H 2.05871 1.63822 5.04516
H 2.26571 0.90022 3.30416
H 1.84371 -3.23178 -4.03384
H -3.55429 5.34522 -2.14884
H -3.82529 1.66822 -0.17484
H 1.87671 -5.30178 3.14416
H -0.44129 3.73322 0.64516
H -0.30929 5.24522 1.57616
H 2.95671 0.07122 4.75716
H 1.24671 -1.17478 0.28116
H -0.07529 -1.13878 -0.76484
H -2.53429 -3.88778 -1.48184
H 0.52971 -4.20978 2.50516
H 2.02271 -4.70478 1.66216
H -4.71629 1.09822 1.12416
H 4.88671 0.69422 -2.32184
H -5.17029 0.39922 -0.42484
H -4.80929 4.01422 -1.69384
*
```

Summary:
**HOMO-LUMO gap**: 0.3347 Ha
**SMILES string**: C[N+](=O)[O-].C[N+](=O)[O-].C[N+](=O)[O-].C[N+](=O)[O-].C[N+](=O)[O-].C[N+](=O)[O-].C[N+](=O)[O-].C[N+](=O)[O-].C[N+](=O)[O-]
**LUMO level**: -0.9 eV
**Strongest force on any atom**: 0.1764 hartree/bohr
**HOMO**: -0.367 hartree

---

No. 4
9 unconnected molecules or ions with the total composition C9H27N9O18 at a distorted geometry, computed with ωB97M-V with the def2-TZVPD basis set.

Structure (ORCA input):
```
! wB97M-V def2-TZVPD RIJCOSX def2/J DEFGRID3
* xyz 0 1
O -2.29035 3.78068 3.57117
O -3.06528 0.01344 -2.96686
O 1.34210 -0.23804 -4.41472
O 3.86681 -1.99556 -0.68879
O 4.00626 3.59048 -0.38235
O 1.77128 -2.21195 4.60579
O -0.41479 2.78946 3.98174
O 2.36838 -0.31864 3.80688
O -1.30816 -1.32739 -3.04166
O -5.50392 1.18211 2.58423
O 4.69406 -0.30779 -1.73450
O 0.48742 1.73121 0.76115
O -5.53038 -0.92062 3.20377
O -1.36998 -2.97737 -0.37436
O -2.23520 -4.53231 0.84403
O 2.81481 -1.56661 -5.33584
O 1.89208 4.22102 -0.12088
O -0.73603 0.26690 1.78219
N -1.14012 3.54420 3.30961
N -1.88101 -4.06810 -0.22489
N -0.32400 0.81529 0.80990
N 2.79287 3.64771 -0.72623
N 2.02851 -1.27623 -4.47851
N 1.55795 -1.01501 4.41854
N -2.09819 -0.47568 -3.49997
N -4.94264 0.15852 2.99325
N 4.14820 -0.79161 -0.74684
C 2.29231 2.83796 -1.85313
C -0.54046 4.22517 2.12190
C -3.49640 0.25360 3.07828
C 0.36898 -0.47004 5.03223
C -2.36844 -4.83123 -1.42812
C -1.77528 -0.02049 -4.89082
C 1.72342 -2.29967 -3.45616
C 4.12728 0.02892 0.50363
C -0.59072 0.07579 -0.44782
H -0.38912 -0.96691 4.42684
H -3.15569 -0.08890 2.10119
H 0.05635 -0.79359 -0.56435
H 4.54383 -0.57164 1.31229
H -3.10018 -0.50733 3.75068
H -0.64806 5.28157 2.36793
H -3.45584 -4.77502 -1.47799
H 1.97696 1.86700 -1.47118
H -3.17640 1.26534 3.32744
H -1.39911 1.00238 -4.87274
H -2.22743 -5.90969 -1.35640
H -0.28790 0.78736 -1.21599
H 2.63523 -2.50526 -2.89541
H 1.33021 -3.21534 -3.89779
H 3.18086 0.51794 0.73437
H 0.49148 3.88384 2.04016
H -1.82660 -4.45206 -2.29458
H 1.00361 -1.91712 -2.73254
H -0.99229 4.00528 1.15464
H 1.43550 3.32826 -2.31530
H 0.30966 -0.87778 6.04135
H 3.03984 2.77031 -2.64352
H -1.03664 -0.73918 -5.24577
H -2.70163 -0.05045 -5.46447
H 0.41681 0.60474 4.85713
H 4.94442 0.72683 0.32113
H -1.63954 -0.18841 -0.58301
*
```

Summary:
**HOMO-LUMO gap**: 0.3749 Ha
**SMILES string**: C[N+](=O)[O-].C[N+](=O)[O-].C[N+](=O)[O-].C[N+](=O)[O-].C[N+](=O)[O-].C[N+](=O)[O-].C[N+](=O)[O-].C[N+](=O)[O-].C[N+](=O)[O-]
**LUMO level**: -0.6 eV
**Strongest force on any atom**: 0.0727 hartree/bohr
**HOMO**: -0.398 hartree

---

No. 5
A molecular structure, C9H28AgO13P3 at a distorted geometry, computed with ωB97M-V with the def2-TZVPD basis set.

Structure (ORCA input):
```
! wB97M-V def2-TZVPD RIJCOSX def2/J DEFGRID3
* xyz 1 2
Ag -0.67894 2.34667 -5.43649
P 4.51659 5.12333 -2.68525
P -1.10390 3.10125 -1.91257
P -1.56604 9.72459 -6.10313
O -0.61931 2.50485 -3.16728
O -0.61394 9.08379 -4.99118
O -2.67607 3.22248 -1.75550
O 5.11534 6.41374 -3.03576
O -0.91969 10.07958 -7.36703
O 3.65082 4.40039 -3.81160
O -0.60211 4.58311 -1.67025
O 5.52492 3.97833 -2.26514
O -2.76927 8.70267 -6.19264
O -0.24774 4.46858 -5.57517
O -2.21469 10.93955 -5.29128
O -0.58330 2.32654 -0.63199
O 3.50396 5.16873 -1.45698
C -0.63726 2.88663 0.67215
C 6.60363 3.58440 -3.13445
C 0.02598 7.84547 -5.13356
C -1.41268 12.11378 -5.09025
C 2.51000 5.07663 -4.33211
C -3.05557 7.93381 -7.33637
C -3.44742 2.09068 -1.35394
C 2.99374 3.98349 -0.87774
C -1.13191 5.68969 -2.42184
H -4.32332 1.89243 -1.97611
H -2.59538 6.94247 -7.27101
H 3.67080 3.60356 -0.11362
H 0.26726 2.62160 1.21529
H 1.64834 4.53782 -3.91986
H -1.53425 5.43970 -3.40185
H -0.73050 7.05429 -5.11508
H -2.90084 1.14554 -1.38873
H -1.89964 6.17525 -1.82224
H -0.75803 3.96885 0.72028
H 2.01457 4.18673 -0.44508
H 0.70643 7.76926 -5.98351
H -1.40246 12.28102 -4.00952
H -0.35977 11.99798 -5.35289
H 6.60498 2.50608 -3.28807
H 6.51147 4.03612 -4.12223
H 2.48088 6.12768 -4.04448
H -0.30101 6.38172 -2.53793
H -2.68428 8.38895 -8.25659
H -1.47333 2.47139 1.24082
H 2.82342 3.17664 -1.59963
H -1.85284 12.95226 -5.61937
H 2.53928 5.01031 -5.41972
H 7.51508 3.88600 -2.62326
H -3.83091 2.27164 -0.35011
H -4.12387 7.77813 -7.47250
H 0.61757 7.71353 -4.22828
H 0.09760 5.36335 -5.76604
*
```

Summary:
**HOMO-LUMO gap (alpha / beta)**: 0.2927 / 0.2023 Ha
**LUMO level (alpha / beta)**: -4.8 / -7.3 eV
**Strongest force on any atom**: 0.0372 hartree/bohr
**HOMO (alpha / beta)**: -0.471 / -0.471 hartree

---

> What is the strongest force on any atom in the third record?

0.1764 hartree/bohr